[1]
The following is a DFT calculation (the ωB97M-V functional and the def2-TZVPD basis) of a molecular structure, C17H26N6NaO8Ta.

Last column: Löwdin charge in e.
Element x y z (Å)
1 N -0.3854 -1.4454 -1.9784  -0.08
2 C -1.0197 -1.5807 -3.0570  -0.31
3 O -1.6290 -1.7159 -4.0575  0.22
4 Na 1.3897 -3.2738 0.9839  0.50
5 Ta 0.0935 -0.5385 -0.2645  1.84
6 N 2.0660 -0.6387 -0.6321  -0.22
7 N -0.0546 -1.9605 1.1939  -0.33
8 C 2.6176 0.0688 -1.8278  -0.64
9 C -1.1664 -2.9689 1.4461  -0.63
10 C 2.8867 -0.9717 -2.9097  -0.02
11 C 3.9074 0.8060 -1.4545  -0.02
12 C 1.6286 1.1039 -2.3498  -0.06
13 C -0.6632 -4.0622 2.4070  -0.01
14 C -2.3778 -2.2897 2.0655  -0.02
15 C -1.5412 -3.5847 0.1068  -0.03
16 H 3.6571 -1.6835 -2.5926  0.09
17 H 3.2361 -0.4676 -3.8212  0.11
18 H 1.9698 -1.5234 -3.1439  0.07
19 H 3.7182 1.4859 -0.6168  0.09
20 H 4.2304 1.4054 -2.3170  0.11
21 H 4.7259 0.1228 -1.2091  0.08
22 H 0.6492 0.6594 -2.5899  0.06
23 H 2.0375 1.5112 -3.2860  0.12
24 H 1.5341 1.9359 -1.6404  0.06
25 H 0.0726 -4.7467 1.9355  0.10
26 H -1.5193 -4.6920 2.6874  0.12
27 H -0.2477 -3.6359 3.3305  0.11
28 H -2.1560 -1.9069 3.0678  0.09
29 H -3.1789 -3.0376 2.1711  0.12
30 H -2.7523 -1.4753 1.4422  0.06
31 H -1.9144 -2.8280 -0.5931  0.06
32 H -2.3421 -4.3204 0.2787  0.12
33 H -0.7074 -4.1253 -0.3747  0.10
34 C 0.3382 -1.1315 2.3801  -0.10
35 H 0.6312 -0.1110 2.0518  0.08
36 H -0.4968 -1.0357 3.0888  0.10
37 H 1.2038 -1.5635 2.9273  0.11
38 C 3.0166 -1.5806 0.0226  -0.10
39 H 4.0530 -1.2581 -0.1294  0.10
40 H 2.8798 -1.5906 1.1223  0.08
41 H 2.9526 -2.6084 -0.4021  0.10
42 O -3.1247 6.7319 0.2643  0.12
43 N -3.5756 5.5694 0.3160  -0.30
44 O -4.7970 5.3098 0.2667  0.10
45 C -2.6483 4.4665 0.4250  -0.08
46 C -1.2670 4.7204 0.4764  0.16
47 C -0.3668 3.6585 0.4339  -0.02
48 C -0.8567 2.3325 0.3494  -0.15
49 O -0.0123 1.2956 0.2910  -0.24
50 C -2.2553 2.0939 0.3187  -0.05
51 C -3.1593 3.1615 0.4109  0.15
52 N -2.7208 0.7617 0.1958  -0.17
53 O -3.8570 0.4315 0.5253  0.21
54 O -1.9257 -0.1484 -0.3895  -0.17
55 N 1.0603 3.9537 0.5330  -0.27
56 O 1.3586 5.0982 0.9422  0.12
57 O 1.9311 3.1110 0.2198  0.07
58 H -0.9002 5.7408 0.5375  0.15
59 H -4.2265 2.9647 0.4223  0.15

Summary:
relative energy (zero: lowest compared OMol25 entry of this formula, charge and spin) = 0.0 kcal/mol
frontier orbital gap (spin up / spin down) = 6.711 / 6.711 eV
molecular weight = 646.37 g/mol
net charge = +2

[2]
The following is a DFT calculation (the ωB97M-V functional and the def2-TZVPD basis) of C17H26N6O3 in the gas phase.

Last column: natural (NBO) charge in e.
Element x y z (Å)
1 C 2.8591 2.8805 -2.7033  -0.60
2 C 1.3392 2.9814 -2.7491  -0.39
3 C 0.6759 1.7104 -2.2249  -0.39
4 C -0.8471 1.7972 -2.2671  -0.40
5 H -1.1901 2.6353 -1.6580  0.21
6 H -1.1776 1.9755 -3.2919  0.21
7 C -1.5223 0.5146 -1.7699  -0.21
8 N -1.2405 0.2837 -0.3731  -0.33
9 C -0.1937 -0.3434 0.2289  0.59
10 N -0.1077 -0.0696 1.5280  -0.55
11 C -1.1402 0.7582 1.7832  0.38
12 C -1.8709 1.0049 0.6315  -0.12
13 C -3.0340 1.8273 0.6324  0.65
14 O -3.7724 2.1180 -0.2894  -0.63
15 N -3.2651 2.3209 1.9214  -0.64
16 C -2.5738 2.1027 3.0969  0.79
17 O -2.9281 2.6022 4.1420  -0.63
18 N -1.4676 1.2889 2.9943  -0.42
19 C -0.6759 0.9803 4.1632  -0.41
20 H 0.3254 1.3983 4.0553  0.21
21 H -0.5965 -0.1005 4.2735  0.21
22 H -1.1735 1.4188 5.0259  0.25
23 H -4.0786 2.9177 2.0208  0.43
24 N 0.7241 -1.1064 -0.4299  -0.46
25 C 0.3190 -2.2637 -1.2116  -0.22
26 C 1.3447 -2.5096 -2.3152  -0.39
27 H 1.0606 -3.4052 -2.8684  0.23
28 H 1.3538 -1.6609 -3.0021  0.21
29 C 2.7493 -2.6910 -1.7310  -0.32
30 C 2.8832 -4.0298 -1.0054  0.68
31 O 1.9587 -4.7598 -0.7314  -0.62
32 N 4.1602 -4.3473 -0.6872  -0.83
33 H 4.9427 -3.7765 -0.9502  0.39
34 H 4.3370 -5.2173 -0.2129  0.41
35 C 3.0694 -1.5235 -0.7858  -0.39
36 C 1.9721 -1.3611 0.2634  -0.22
37 H 2.1823 -0.5152 0.9175  0.23
38 H 1.9007 -2.2658 0.8817  0.19
39 H 4.0275 -1.6779 -0.2877  0.21
40 H 3.1313 -0.6045 -1.3721  0.21
41 H 3.4779 -2.6961 -2.5504  0.22
42 H -0.6717 -2.1092 -1.6363  0.21
43 H 0.2740 -3.1517 -0.5680  0.22
44 H -2.6056 0.6193 -1.8679  0.25
45 H -1.1813 -0.3319 -2.3644  0.20
46 H 1.0041 0.8592 -2.8270  0.19
47 H 1.0045 1.5353 -1.1982  0.20
48 H 1.0173 3.1610 -3.7774  0.19
49 H 1.0133 3.8326 -2.1478  0.20
50 H 3.2060 2.0530 -3.3192  0.20
51 H 3.1996 2.7155 -1.6831  0.20
52 H 3.3153 3.7956 -3.0728  0.21

Summary:
SMILES = CCCCCn1c(N2CCC(C(N)=O)CC2)nc2c1c(=O)[nH]c(=O)n2C
relative energy (zero: lowest compared OMol25 entry of this formula, charge and spin) = 0.0 kcal/mol
frontier orbital gap = 8.287 eV
molecular weight = 362.43 g/mol
net charge = 0

[3]
The following is a DFT calculation (the ωB97M-V functional and the def2-TZVPD basis) of 2 unconnected molecules or ions with the total composition C17H26N6O4.

Last column: natural (NBO) charge in e.
Element x y z (Å)
1 C -3.8517 2.6401 0.8562  -0.18
2 C -3.8865 3.2285 -0.5858  0.78
3 C -5.2336 2.3938 1.4972  -0.40
4 C -5.0882 1.5648 2.8393  -0.43
5 C -4.6729 0.0896 2.6768  -0.22
6 C -5.2412 -0.3247 0.2798  0.62
7 C 3.0359 0.3790 -0.1084  -0.17
8 C 1.8712 1.2747 0.2988  0.79
9 C 2.7144 -0.5808 -1.2329  -0.41
10 C 3.9161 -1.4156 -1.5453  -0.12
11 C 4.6169 -1.1718 -2.6604  -0.01
12 C 4.5602 -2.5307 -0.9042  -0.06
13 C 5.6805 -2.8746 -1.6917  0.13
14 C 4.3783 -3.2527 0.2790  -0.22
15 C 6.5198 -3.9446 -1.4209  -0.25
16 C 5.3445 -4.1762 0.6762  -0.24
17 C 6.2867 -4.6279 -0.2447  -0.20
18 H -3.2051 4.4130 1.4892  0.37
19 H -2.1044 3.3063 1.5738  0.36
20 H -3.3321 1.7062 0.8070  0.21
21 H -5.9164 1.8772 0.7400  0.20
22 H -5.6880 3.3639 1.7277  0.22
23 H -4.2348 2.0072 3.4669  0.24
24 H -5.9832 1.7197 3.4992  0.21
25 H -3.6231 0.0974 2.4514  0.19
26 H -4.7704 -0.4483 3.6864  0.22
27 H -6.3373 -0.9554 1.8961  0.38
28 H -3.3653 -0.4399 0.3583  0.36
29 H -7.1723 0.4023 0.0685  0.39
30 H -6.4793 -0.0616 -1.3159  0.39
31 H -4.1396 1.4643 -1.1655  0.51
32 H 4.3241 -0.8254 0.8691  0.36
33 H 3.5919 0.3233 1.7650  0.37
34 H 3.8262 0.9936 -0.3769  0.19
35 H 2.5017 -0.0159 -2.0614  0.19
36 H 1.8076 -1.1943 -0.9553  0.23
37 H 4.2827 -0.5179 -3.3896  0.20
38 H 6.3792 -1.9675 -3.5282  0.42
39 H 3.4774 -3.0270 1.0131  0.24
40 H 7.3790 -4.1930 -2.0227  0.22
41 H 5.2336 -4.7340 1.6665  0.22
42 H 6.8954 -5.4536 -0.0183  0.21
43 H 1.3235 1.2728 -1.4818  0.48
44 N -3.0899 3.4862 1.7549  -0.83
45 N -5.3686 -0.6771 1.6401  -0.65
46 N -4.0680 -0.0865 -0.2450  -0.82
47 N -6.4783 -0.1456 -0.3679  -0.83
48 N 3.4288 -0.3644 1.0947  -0.81
49 N 5.7033 -2.0055 -2.7754  -0.53
50 O -3.6039 4.3779 -0.8570  -0.59
51 O -4.2878 2.3461 -1.4989  -0.71
52 O 1.7691 1.6609 1.4505  -0.57
53 O 0.9646 1.5414 -0.6606  -0.65

Summary:
SMILES = N[C@@H](Cc1c[nH]c2ccccc12)C(=O)O.[H]/N=C(/N)NCCC[C@H](N)C(=O)O
relative energy (zero: lowest compared OMol25 entry of this formula, charge and spin) = 58.6 kcal/mol
frontier orbital gap = 8.699 eV
molecular weight = 378.43 g/mol
net charge = 0

[4]
The following is a DFT calculation (the ωB97M-V functional and the def2-TZVPD basis) of a gas-phase ion, C17H26NO2 (charge +1).

Last column: natural (NBO) charge in e.
Element x y z (Å)
1 C -1.4243 -3.8362 0.8506  -0.37
2 C -1.4784 -2.5762 0.4632  -0.19
3 C -2.1158 -1.4690 1.2593  -0.48
4 C -2.7044 -0.4344 0.3411  -0.08
5 C -3.8283 -0.7431 -0.4127  -0.17
6 C -4.3693 0.1673 -1.3015  -0.21
7 C -3.7739 1.4053 -1.4585  -0.19
8 C -2.6493 1.7342 -0.7214  -0.30
9 C -2.1233 0.8252 0.1827  0.35
10 O -0.9824 1.0815 0.9519  -0.58
11 C -0.6705 2.4108 1.3237  -0.09
12 H -1.4840 3.0935 1.0691  0.21
13 H -0.5488 2.4247 2.4133  0.20
14 C 0.6526 2.8845 0.6799  0.06
15 H 0.8750 3.8885 1.0638  0.21
16 O 0.6087 2.8708 -0.7308  -0.74
17 H 0.0753 3.5996 -1.0633  0.50
18 C 1.8042 1.9396 1.0556  -0.23
19 N 1.5870 0.6649 0.3445  -0.54
20 H 1.5376 0.8933 -0.6582  0.45
21 H 0.6242 0.3544 0.6065  0.47
22 C 2.6140 -0.3933 0.5539  -0.05
23 C 3.7859 -0.1669 -0.3958  -0.43
24 H 4.1080 0.8719 -0.4410  0.22
25 C 3.2861 -0.6875 -1.7536  -0.43
26 H 4.0916 -1.1766 -2.2952  0.24
27 C 2.1406 -1.6706 -1.4381  -0.42
28 H 1.1983 -1.3174 -1.8586  0.21
29 H 2.3293 -2.6538 -1.8609  0.24
30 C 2.0621 -1.7368 0.0921  -0.43
31 H 2.7131 -2.5250 0.4677  0.24
32 H 1.0563 -1.9377 0.4585  0.23
33 H 2.9351 0.1313 -2.3827  0.21
34 H 4.6327 -0.7582 -0.0514  0.24
35 H 2.8939 -0.3853 1.6087  0.23
36 H 1.8229 1.7644 2.1318  0.23
37 H 2.7556 2.3735 0.7434  0.24
38 H -2.1932 2.7011 -0.8703  0.21
39 H -4.1774 2.1218 -2.1565  0.23
40 H -5.2477 -0.0887 -1.8719  0.23
41 H -4.2806 -1.7154 -0.2894  0.23
42 H -2.8969 -1.8876 1.8958  0.24
43 H -1.3718 -1.0048 1.9134  0.22
44 H -1.0658 -2.2812 -0.4947  0.19
45 H -0.9557 -4.5962 0.2500  0.21
46 H -1.8484 -4.1604 1.7861  0.20

Summary:
SMILES = C=CCc1ccccc1OC[C@H](O)C[NH2+]C1CCCC1
relative energy (zero: lowest compared OMol25 entry of this formula, charge and spin) = 6.7 kcal/mol
frontier orbital gap = 9.310 eV
molecular weight = 276.40 g/mol
net charge = +1